# 1
This record from the OMol25 dataset describes the ion C4H8Cl2N with charge +1 at a distorted geometry. The level of theory is ωB97M-V with the def2-TZVPD basis set.

Geometry as XYZ:
```
15
Properties=species:S:1:pos:R:3:forces:R:3
C 0.479810 0.005938 -1.292938 0.795 -0.150 0.795
C -1.622834 0.061451 0.199119 0.921 -1.292 2.144
H -1.933317 0.396321 1.226458 0.427 -0.323 -1.105
H 1.628974 0.129223 0.870295 -2.305 -1.360 1.030
Cl -1.252228 -2.335134 1.522300 -0.272 -0.834 1.143
H 0.257030 0.282782 1.883798 -0.096 0.172 0.011
H 0.074792 -0.551054 -2.056045 -1.679 -0.942 -1.956
H 1.451054 -0.440123 -1.357662 1.291 0.543 0.182
H 0.371652 1.056601 -1.511118 0.461 0.269 0.029
H -2.126183 0.545687 -0.587200 -0.391 0.365 -1.002
C -1.285211 -1.412355 0.091873 -0.198 0.826 -1.375
N 0.651457 -0.319922 1.163016 3.531 2.903 -0.570
Cl -1.815269 -2.345963 -1.301386 0.262 0.391 0.248
C -0.151145 -0.406688 -0.028931 -3.303 0.962 -0.236
H 0.757453 -1.210454 1.583665 0.557 -1.531 0.663
```
Positions in Å, forces in eV/Å.

Total charge = +1
Strongest force on any atom = 4.61 eV Å⁻¹
Electronic energy = -30804.485 eV
Frontier orbital gap = 10.99 eV
Energy relative to the best compared isomer or geometry (same formula, charge and spin) = 2.4 kcal per mole
E_HOMO = -14.666 eV
Multiplicity = 1

natural (NBO) atomic charges, in units of e: number 1, C, carries -0.652; number 2, C, carries -0.413; number 3, H, carries 0.241; number 4, H, carries 0.470; number 5, Cl, carries 0.075; number 6, H, carries 0.451; number 7, H, carries 0.270; number 8, H, carries 0.237; number 9, H, carries 0.252; number 10, H, carries 0.265; number 11, C, carries -0.111; number 12, N, carries -0.676; number 13, Cl, carries 0.082; number 14, C, carries 0.057; number 15, H, carries 0.452

# 2
This record from the OMol25 dataset describes a cluster of 2 separate species, C4H8Cl2Si in total at a distorted geometry. The level of theory is ωB97M-V with the def2-TZVPD basis set.

Geometry as XYZ:
```
15
Properties=species:S:1:pos:R:3:forces:R:3
C -0.123038 -0.384127 -1.219596 0.080 0.233 -0.003
Cl 4.436873 -1.658240 -0.796873 0.192 -0.251 -0.002
Si 3.159632 -0.279296 -0.010821 -0.770 0.872 0.364
H -2.774415 -0.371343 -1.385842 -0.398 0.350 -0.408
H -3.005526 1.358620 -0.757425 1.090 -1.336 -0.786
H 3.768979 -0.855902 2.478273 -1.718 0.810 -1.521
C 2.816130 -0.582518 1.822648 2.877 -0.778 0.415
C -2.367603 0.642939 -1.401632 -2.260 1.785 -1.227
H 2.322717 -1.530567 1.692504 -0.858 -0.340 0.592
H 2.261880 0.204196 2.317953 -0.349 -0.121 -0.095
C -0.977999 0.579061 -1.029231 3.318 2.699 2.380
H -0.520968 1.537849 -0.518875 -0.971 -1.705 -0.897
H -2.364726 1.140268 -2.446270 -0.505 -1.058 1.363
Cl 3.939727 1.613388 -0.340951 -0.022 -0.185 0.019
H -0.272724 -1.270495 -1.783954 0.295 -0.975 -0.194
```
Positions in Å, forces in eV/Å.

Strongest force on any atom = 4.89 eV Å⁻¹
Electronic energy = -37198.341 eV
Frontier orbital gap (alpha / beta) = 8.34 / 7.61 eV
Energy relative to the best compared isomer or geometry (same formula, charge and spin) = 105.7 kcal per mole
E_HOMO (alpha / beta) = -9.165 / -7.899 eV
Multiplicity = 1

natural (NBO) atomic charges, in units of e: number 1, C, carries -0.122; number 2, Cl, carries -0.380; number 3, Si, carries 1.212; number 4, H, carries 0.224; number 5, H, carries 0.226; number 6, H, carries 0.254; number 7, C, carries -1.144; number 8, C, carries -0.652; number 9, H, carries 0.243; number 10, H, carries 0.259; number 11, C, carries -0.322; number 12, H, carries 0.211; number 13, H, carries 0.229; number 14, Cl, carries -0.398; number 15, H, carries 0.160

# 3
This record from the OMol25 dataset describes a structure of composition C4H8Cl8O8P2Y2 at a distorted geometry. The level of theory is ωB97M-V with the def2-TZVPD basis set.

Geometry as XYZ:
```
32
Properties=species:S:1:pos:R:3:forces:R:3
Cl -4.301240 -24.177870 -1.366731 0.096 0.428 -0.005
H -6.953025 -24.615174 3.687963 -0.186 -0.055 0.526
Cl -9.091285 -24.656448 4.765707 0.275 -0.245 -0.385
H -4.872925 -26.478998 0.337286 -0.310 0.186 0.473
C -7.956611 -24.271192 3.459472 0.298 -0.148 -0.268
H -4.677084 -21.969147 -0.469138 0.046 -0.109 -0.313
Cl -5.011359 -28.885793 5.204179 -0.045 -0.445 -0.062
O -3.293049 -26.650709 3.825888 1.763 -7.017 -1.967
O -2.124666 -28.057404 6.012853 -2.858 0.763 -1.693
C -5.514198 -28.984300 3.472883 0.219 0.453 0.673
P -0.824278 -27.115713 6.034745 -2.453 -7.130 2.602
Cl -7.891839 -22.541565 3.194856 0.110 0.662 0.008
Cl -7.013688 -29.873646 3.351072 -0.199 0.005 -0.198
H -4.744850 -29.491474 2.905627 0.105 -0.023 0.177
O -2.796712 -24.814103 4.426605 1.139 7.932 0.820
O -3.615714 -25.405185 2.117983 -2.009 4.314 -2.506
O -1.598755 -26.067989 6.901699 1.755 3.070 -0.402
Y -1.550643 -25.880368 2.801924 -0.054 -2.073 3.455
Y -3.551556 -26.380501 6.009953 2.859 -3.278 1.762
O -0.643126 -26.783920 4.502607 0.749 2.382 -1.829
Cl -7.122674 -26.653408 1.172194 0.305 -0.312 0.160
Cl -5.333416 -28.696406 -0.097985 -0.222 -0.187 0.195
H -5.623596 -27.949510 3.173898 -0.179 -0.090 -0.202
H -4.534608 -23.258292 0.757527 0.005 0.045 -0.010
C -5.787282 -26.997556 0.072049 0.274 0.326 -0.831
Cl -6.695182 -23.108353 -0.089623 -0.228 0.081 -0.091
H -8.203806 -24.711434 2.498536 -0.625 -0.118 0.305
O -5.072366 -25.797326 4.595071 -4.047 4.722 -1.882
O 0.081863 -28.197316 6.583126 1.758 3.346 -0.430
P -4.011421 -25.261318 3.597951 1.502 -6.900 1.621
H -6.106675 -26.639885 -0.900944 -0.021 -0.124 -0.017
C -4.952510 -22.983110 -0.205304 0.179 -0.460 0.316
```
Positions in Å, forces in eV/Å.

Strongest force on any atom = 8.06 eV Å⁻¹
Electronic energy = -141507.127 eV
Frontier orbital gap = 5.02 eV
Energy relative to the best compared isomer or geometry (same formula, charge and spin) = 0.0 kcal per mole
E_HOMO = -7.511 eV
Multiplicity = 1

Löwdin atomic charges, in units of e: number 1, Cl, carries 0.514; number 2, H, carries -0.028; number 3, Cl, carries 0.522; number 4, H, carries -0.033; number 5, C, carries -1.083; number 6, H, carries 0.032; number 7, Cl, carries 0.585; number 8, O, carries -0.614; number 9, O, carries -0.521; number 10, C, carries -0.992; number 11, P, carries 0.095; number 12, Cl, carries 0.499; number 13, Cl, carries 0.542; number 14, H, carries 0.028; number 15, O, carries -0.445; number 16, O, carries -0.405; number 17, O, carries -0.464; number 18, Y, carries 1.740; number 19, Y, carries 1.476; number 20, O, carries -0.478; number 21, Cl, carries 0.590; number 22, Cl, carries 0.550; number 23, H, carries -0.034; number 24, H, carries -0.008; number 25, C, carries -1.038; number 26, Cl, carries 0.533; number 27, H, carries -0.039; number 28, O, carries -0.417; number 29, O, carries -0.329; number 30, P, carries 0.206; number 31, H, carries 0.009; number 32, C, carries -0.993

# 4
This record from the OMol25 dataset describes a cluster of 2 separate species, C4H8ClFN in total at a distorted geometry. The level of theory is ωB97M-V with the def2-TZVPD basis set.

Geometry as XYZ:
```
15
Properties=species:S:1:pos:R:3:forces:R:3
C -3.644581 -0.805741 -0.475198 1.592 -1.961 -2.140
C -2.510278 -0.141114 -0.307540 -0.759 -0.551 -0.323
H -4.637937 -0.520104 -0.253273 -0.482 0.511 0.769
H 1.557946 1.142926 -1.501505 0.533 2.353 -1.842
H 0.442781 0.899803 0.441606 0.437 -0.026 -1.082
H -3.562325 -1.770145 -1.137391 -0.062 2.006 1.386
N 1.070779 0.175314 0.042412 -1.010 0.047 0.798
H 2.493945 -0.441727 -1.445372 -1.368 1.270 0.526
H 1.884265 -1.556248 0.632767 1.202 -1.764 -0.861
C 1.300951 -0.737305 0.851121 0.087 0.259 1.749
H 0.768565 -0.445155 -1.943900 0.536 1.126 0.593
C 1.507063 0.138357 -1.320881 0.388 -3.234 -0.996
F -1.359053 -0.564538 -0.887401 -0.164 -0.328 0.092
H 0.999245 -0.614587 1.851742 -0.682 -0.002 1.105
Cl -2.166004 1.284368 0.566738 -0.246 0.296 0.226
```
Positions in Å, forces in eV/Å.

Total charge = +1
Strongest force on any atom = 3.41 eV Å⁻¹
Electronic energy = -20998.805 eV
Frontier orbital gap = 8.53 eV
Energy relative to the best compared isomer or geometry (same formula, charge and spin) = 29.7 kcal per mole
E_HOMO = -13.454 eV
Multiplicity = 1

natural (NBO) atomic charges, in units of e: number 1, C, carries -0.452; number 2, C, carries 0.298; number 3, H, carries 0.252; number 4, H, carries 0.235; number 5, H, carries 0.458; number 6, H, carries 0.248; number 7, N, carries -0.363; number 8, H, carries 0.249; number 9, H, carries 0.212; number 10, C, carries 0.147; number 11, H, carries 0.266; number 12, C, carries -0.438; number 13, F, carries -0.356; number 14, H, carries 0.218; number 15, Cl, carries 0.025